No. 1
The following is a DFT calculation (ωB97M-V with the def2-TZVPD basis set) of a structure of composition C9H28AgF2N2O11S2 in a non-equilibrium geometry.

Summary:
HOMO energy in eV: -3.8
Relative energy (zero: lowest compared OMol25 entry of this formula, charge and spin) in kJ/mol: 51.7
Orbital gap in eV: 6.19

```
! wB97M-V def2-TZVPD RIJCOSX def2/J DEFGRID3
* xyz -1 1
H -2.29 -0.28 4.71
N -0.12 0.66 -0.64
H -2.14 0.67 2.37
H 2.78 -3.08 -0.47
H 1.23 -1.96 0.95
O -2.48 -3.18 -2.14
H 1.73 3.54 2.68
N -0.23 2.18 -2.96
O 0.39 2.38 1.56
O -2.52 -0.14 -0.72
C -1.15 -3.14 -1.65
H -0.05 1.27 -1.47
H -0.32 3.03 1.57
H -1.22 -2.21 4.59
H -1.46 -4.53 0.05
C 3.04 -1.24 -1.61
H -1.21 0.43 -0.51
C 2.72 -1.99 -0.32
C 1.22 2.57 2.71
C -3.46 0.76 -0.54
O 1.92 3.46 -2.17
O 0.67 4.31 -4.10
H -2.79 -4.09 -2.09
H -0.79 -2.12 -1.70
Ag -2.48 2.44 -2.54
H 1.56 0.59 3.43
H 2.96 1.68 3.54
C 2.11 1.37 2.92
C -1.61 -0.22 2.68
O 1.82 1.21 -4.19
F -0.22 0.02 -3.91
H 0.22 1.21 0.16
H 0.56 2.67 3.58
O 1.48 -1.47 0.15
H 3.47 -1.75 0.45
S 0.42 1.44 -4.25
H -0.49 -3.76 -2.28
H -0.74 0.52 4.56
H 3.08 -0.17 -1.43
H -1.58 -2.76 0.42
H 2.22 -1.47 -2.30
H 0.49 -0.16 -0.64
O -4.66 0.36 -0.64
C -1.34 -0.31 4.16
O -0.59 -1.49 4.50
H -0.61 -0.20 2.21
H 2.56 1.03 1.98
O -0.20 1.74 -5.48
H -0.03 -3.49 0.08
F -0.24 4.33 -1.90
S 0.72 3.54 -2.91
H 3.95 -1.61 -2.09
H -2.00 -1.13 2.22
O -3.19 2.06 -0.44
C -1.10 -3.53 -0.18
*
```

No. 2
The following is a DFT calculation (ωB97M-V with the def2-TZVPD basis set) of a structure of composition C9H28AlNO7PS3 in a non-equilibrium geometry.

Summary:
HOMO energy in eV: -2.9
Orbital gap in eV: 4.95

```
! wB97M-V def2-TZVPD RIJCOSX def2/J DEFGRID3
* xyz -1 1
H 0.28 1.79 -0.77
H -4.48 0.42 -0.65
O 1.47 -0.11 3.20
C -3.34 -1.44 -0.20
O 6.17 -2.02 2.86
H 4.39 -0.68 5.35
C -4.95 2.85 -3.69
O 7.56 -0.03 2.22
H -1.29 1.42 2.64
H 3.19 -1.56 1.73
S 7.21 -1.07 3.15
C 5.97 0.64 4.69
C -1.54 1.47 1.56
H 4.32 -0.29 3.64
C 4.54 0.12 4.62
H -3.32 -1.93 -1.18
H -5.42 3.24 -2.79
H -2.41 -1.62 0.36
C -3.49 0.11 -0.28
H 1.32 -1.06 3.21
H -4.50 -1.10 -5.08
C -6.16 -0.81 -6.44
O -4.83 0.94 -5.36
S -5.57 1.22 -3.95
H -4.06 -0.43 -6.64
H 9.45 -1.25 3.85
S -3.25 0.77 1.43
H -0.50 -0.71 -0.35
H 6.14 1.40 3.92
H 8.97 -2.55 2.72
H -6.50 -0.07 -7.17
H -4.14 -1.82 0.46
Al -0.12 0.68 0.33
H 3.53 -0.75 0.37
H 8.44 -2.61 4.43
O -5.01 0.34 -2.96
O -6.98 1.29 -4.18
H -1.63 2.54 1.30
O 6.94 -0.41 4.59
C -4.82 -0.40 -5.86
H -2.76 0.56 -0.98
H 3.83 0.92 4.82
P 1.88 0.33 1.59
H -6.09 -1.78 -6.92
H -3.87 2.80 -3.56
N 2.76 -1.08 0.94
C 8.67 -1.96 3.59
H -6.93 -0.86 -5.66
H -5.21 3.46 -4.55
H 6.13 1.12 5.65
*
```

No. 3
The following is a DFT calculation (ωB97M-V with the def2-TZVPD basis set) of a structure of composition C9H28Fe2N12O11 in a non-equilibrium geometry.

Summary:
HOMO energy (spin up / spin down) in eV: -9.4 / -9.5
⟨S²⟩: 20.019
Relative energy (zero: lowest compared OMol25 entry of this formula, charge and spin) in kJ/mol: 0.0
Orbital gap (spin up / spin down) in eV: 7.39 / 6.59

```
! wB97M-V def2-TZVPD RIJCOSX def2/J DEFGRID3
* xyz 0 9
C 7.31 5.69 -27.35
H 2.05 8.36 -24.31
N 2.66 7.95 -25.00
H 1.58 8.51 -34.72
N 6.73 10.19 -29.84
H 4.46 7.34 -26.44
O 6.34 4.97 -27.25
H 6.31 11.85 -28.15
H -1.08 8.98 -31.28
C 0.22 9.65 -29.87
N 6.83 10.55 -26.03
C 2.47 12.82 -26.16
N 8.59 5.19 -27.27
O 4.20 7.79 -28.30
N 7.15 12.09 -28.64
H -0.16 9.19 -27.89
H 6.29 7.27 -27.86
C 1.50 8.71 -33.63
N 3.56 12.52 -25.37
C 2.20 7.52 -33.01
H 1.85 12.33 -28.06
H 3.53 12.92 -24.45
H 3.19 7.50 -33.50
H 5.32 6.15 -25.48
O 2.60 7.71 -31.64
H 8.06 7.54 -27.91
H 7.44 8.00 -24.13
O 1.98 9.99 -33.33
H 6.11 8.24 -25.18
O 1.67 13.68 -25.86
C 7.63 9.64 -25.36
C 4.02 9.06 -28.52
H 2.64 8.22 -25.96
N 2.33 11.97 -27.25
H 1.28 10.14 -28.21
H 5.91 10.27 -26.35
N 0.50 9.60 -28.53
O 4.21 9.95 -27.68
O 3.67 9.30 -29.74
H 7.26 11.38 -26.37
N 7.24 7.02 -27.67
O 1.05 10.13 -30.65
H 4.06 11.67 -25.54
H 6.94 9.52 -30.55
C 7.66 11.16 -29.52
N 6.95 8.61 -24.76
O 8.77 9.96 -25.04
Fe 3.59 7.01 -30.10
H 0.40 8.72 -33.55
Fe 2.88 9.83 -31.57
H 9.39 5.77 -27.44
H 5.87 10.21 -29.34
N 4.59 6.82 -25.57
H -1.44 8.64 -29.54
H 7.73 12.88 -28.45
O 8.75 11.28 -30.03
O 3.81 6.78 -23.43
H 8.75 4.25 -26.96
H 3.09 11.30 -27.36
H 1.79 6.54 -33.24
N -0.90 9.02 -30.30
C 3.70 7.15 -24.59
*
```

No. 4
The following is a DFT calculation (ωB97M-V with the def2-TZVPD basis set) of a cluster of 4 separate species, C9H28N4O4 in total in a non-equilibrium geometry.

Summary:
HOMO energy in eV: -9.5
Relative energy (zero: lowest compared OMol25 entry of this formula, charge and spin) in kJ/mol: 5.3
Orbital gap in eV: 10.08

```
! wB97M-V def2-TZVPD RIJCOSX def2/J DEFGRID3
* xyz 0 1
C -2.41 -2.48 0.29
H -0.70 -0.71 1.16
H -1.31 -0.63 2.88
C -3.32 1.08 -0.56
H -0.75 -0.83 -1.55
H 0.32 -1.07 2.56
H 0.80 2.49 -1.10
H 2.85 -0.24 -1.62
N -3.18 0.29 -1.73
H 4.78 0.94 -0.31
H 0.58 -0.13 -1.74
H -0.63 -3.28 -0.35
N 2.17 0.32 -1.06
H -2.30 0.51 -2.23
O -0.82 -2.55 2.10
C -3.69 -2.98 -0.39
H -3.88 -2.24 -1.18
H -3.55 -3.97 -0.82
H -1.94 1.95 0.96
O -4.43 1.24 -0.09
H 3.01 1.96 -1.94
H 5.29 4.18 1.48
H 5.18 2.46 1.99
O 4.36 3.01 0.15
H -1.65 -2.90 -1.62
C -2.10 -3.04 1.64
H -4.62 -2.98 0.21
O -0.34 -0.13 -2.08
N -1.32 -2.61 -0.73
H 2.15 -0.19 -0.18
C 1.64 2.53 -0.37
H -1.18 1.27 -0.47
H -2.62 -1.39 0.43
C 2.77 1.66 -0.91
H 6.37 2.96 0.78
H 1.28 2.21 0.63
H -2.95 -2.81 2.27
H -1.99 -4.16 1.71
N -2.04 1.51 0.06
C 5.34 3.15 1.10
H 3.54 1.35 1.06
H 2.00 3.56 -0.31
H -4.00 0.25 -2.27
C 3.96 1.63 0.03
C -0.66 -1.18 2.14
*
```